Record 1
This record from the OMol25 dataset describes one molecule with the formula C7H7FN2O2 at a distorted geometry. The level of theory is the ωB97M-V functional and the def2-TZVPD basis.

Properties
LUMO level: 0.4 eV
max |F|: 4.0 eV Å⁻¹
energy relative to the best compared isomer or geometry (same formula, charge and spin): 310.7 kJ/mol
SMILES string: O=[N+]([O-])N(F)Cc1ccccc1

CARTESIAN COORDINATES (ANGSTROEM)
C 2.8596 0.3152 -0.6491
C 2.6022 -0.3911 0.4591
C 1.7532 0.8546 -1.4278
C 1.3116 -0.7094 0.9076
C 0.4961 0.7483 -0.8248
C 0.2262 -0.1311 0.1839
C -1.1248 -0.4498 0.7980
N -2.2620 -0.3346 -0.0789
N -3.2556 0.5618 0.0914
O -3.0177 1.5120 0.8264
O -4.3121 0.3705 -0.4442
F -2.6192 -1.5749 -0.6850
H 3.8863 0.4469 -0.7733
H 3.4936 -0.6864 1.0112
H 1.6170 1.3871 -2.4213
H 1.2024 -1.5545 1.6830
H -0.3954 1.0534 -1.4738
H -1.0697 -1.6007 1.0944
H -1.3916 0.1828 1.7230


Record 2
This record from the OMol25 dataset describes C7H7LiO8 as an isolated structure at a distorted geometry. The level of theory is the ωB97M-V functional and the def2-TZVPD basis.

Properties
LUMO level (spin up / spin down): -2.7 / -2.2 eV
max |F|: 3.4 eV Å⁻¹
energy relative to the best compared isomer or geometry (same formula, charge and spin): 400.7 kJ/mol

CARTESIAN COORDINATES (ANGSTROEM)
O 3.0339 1.1095 3.7425
O 2.4813 -0.1621 2.1371
O 1.6987 2.3997 2.0006
C 2.7863 -0.1347 4.2883
C 2.4041 -0.9245 3.2847
C 2.5979 1.1112 2.4896
H 2.7055 -0.2057 5.3661
H 2.1854 -1.9806 3.1849
O -4.1417 -2.4908 0.1987
C -3.0340 -2.1270 -0.2302
O -2.1400 -2.7953 -0.7756
O -2.7718 -0.7778 0.0058
O -0.0724 1.5597 0.2403
C 0.3436 2.6782 0.7614
O -0.6364 3.5309 0.9124
C -1.4219 1.0853 0.4350
C -1.4309 -0.3576 -0.0279
H -0.3054 4.3364 1.3302
H -2.0929 1.7213 -0.1539
H -1.7076 1.1532 1.4919
H -0.8008 -0.9695 0.6362
H -1.0188 -0.4358 -1.0452
Li 2.6888 2.5517 0.4211


Record 3
This record from the OMol25 dataset describes a 2-piece molecular cluster, C7H7N overall at a distorted geometry. The level of theory is the ωB97M-V functional and the def2-TZVPD basis.

Properties
LUMO level: 0.9 eV
max |F|: 6.8 eV Å⁻¹
energy relative to the best compared isomer or geometry (same formula, charge and spin): 464.4 kJ/mol
SMILES string: c1ccncc1.C#C

CARTESIAN COORDINATES (ANGSTROEM)
C 2.2852 0.5292 1.8616
C 1.5243 1.4194 1.6843
C 0.5527 0.2791 -0.1840
C 0.3417 -0.5784 -1.1851
C -0.8501 -1.0227 -1.6646
C -1.9369 -0.5934 -0.8930
C -1.6430 0.3001 0.2545
H 2.7673 -0.3981 2.0800
H 0.8970 2.2755 1.3048
H 1.5057 0.4761 0.2586
H 1.3910 -1.2000 -1.4146
H -0.8911 -1.6658 -2.7060
H -3.0277 -1.0123 -0.8863
H -2.4722 0.4609 0.9731
N -0.4440 0.7304 0.5167